Below is a molecular structure, C44H111F4HgN9O24S4 in a non-equilibrium geometry, with properties calculated with ωB97M-V with the def2-TZVPD basis set.

Geometry (Å):
Hg  -2.00444  1.62765  2.22676
N  -2.81321  3.44576  3.15156
S  -3.79194  3.77131  4.27570
O  -5.13245  3.92125  3.78365
O  -3.38244  4.44270  5.48710
F  -3.93458  2.27153  4.79334
S  -2.45075  5.11081  2.93641
O  -1.33641  5.66862  3.66318
O  -3.51474  6.00520  2.52515
F  -1.71818  4.84126  1.51523
N  -1.24231  0.85342  0.35283
S  -0.54676  1.62393  -1.02389
O  -1.44512  1.68728  -2.17745
O  0.87180  1.61452  -1.21068
F  -0.72019  3.05203  -0.31948
S  -1.19637  -0.49930  -0.36352
O  0.05297  -1.14377  -0.65094
O  -2.33475  -0.87696  -1.17611
F  -1.59668  -1.22178  1.06208
C  -5.37530  -2.64108  -0.62041
C  -4.85804  -3.58527  -1.68960
O  -5.14839  -4.95143  -1.47777
O  -4.69064  -2.77184  0.64257
H  -6.42726  -2.90390  -0.50915
H  -5.14886  -1.61786  -0.92017
H  -3.78848  -3.44667  -1.84750
H  -5.27504  -3.33955  -2.66624
H  -6.09209  -5.07838  -1.35559
H  -4.98390  -3.60138  1.02659
C  3.41004  -7.08034  4.48719
O  3.40768  -6.63650  3.18731
C  3.93625  -7.47710  2.11215
C  2.83163  -8.04787  1.13596
N  2.48452  -7.17262  -0.01985
C  2.36201  -5.70563  0.34272
C  1.69077  -5.00734  -0.88091
O  0.45060  -5.58669  -1.16111
C  -0.67845  -4.90969  -0.54161
H  2.99762  -8.07933  4.62869
H  2.95745  -6.35598  5.16436
H  4.46830  -7.17202  4.73171
H  4.35813  -8.37983  2.55395
H  4.82945  -7.10085  1.61342
H  1.90155  -8.23374  1.67308
H  3.11589  -9.02150  0.73676
H  1.54692  -7.36853  -0.34023
H  3.42171  -5.48947  0.47842
H  1.82876  -5.50491  1.27195
H  2.22355  -5.10071  -1.82723
H  1.65258  -3.92319  -0.77470
H  -0.68662  -3.93166  -1.02276
H  -0.57521  -4.76529  0.53385
H  -1.63926  -5.39761  -0.70560
C  -1.31561  7.39595  -5.93880
O  0.05299  7.86735  -6.13328
C  0.76543  8.19496  -4.94707
C  1.49727  6.97819  -4.40993
N  0.67932  5.96761  -3.77573
C  1.60073  4.91940  -3.33721
C  2.05072  3.91721  -4.38900
O  1.02972  3.46054  -5.24309
C  0.24121  2.44053  -4.61889
H  -1.81295  8.19366  -5.38706
H  -1.32103  6.47528  -5.35533
H  -1.87836  7.19893  -6.85127
H  0.16622  8.72073  -4.20368
H  1.52261  8.93439  -5.20786
H  2.24118  7.32878  -3.69454
H  2.06382  6.58860  -5.25572
H  0.31961  5.52316  -4.60830
H  1.05260  4.23637  -2.68827
H  2.51254  5.35355  -2.92707
H  2.53320  3.06355  -3.91301
H  2.77459  4.40981  -5.03821
H  0.76052  1.71863  -3.98861
H  -0.32867  1.84944  -5.33579
H  -0.46397  2.96188  -3.97156
C  0.04639  -1.45596  7.63616
O  -0.21886  -0.90147  6.35847
C  0.22495  0.42300  6.20261
C  -0.63410  1.02340  5.11407
N  -0.73196  0.29019  3.81921
C  0.57995  0.05493  3.22838
C  1.36517  1.33113  2.91446
O  0.56583  2.39452  2.32587
C  1.27375  3.58794  2.14848
H  -0.10616  -2.52976  7.74470
H  -0.44030  -0.98204  8.48859
H  1.11907  -1.34067  7.79158
H  1.27341  0.63107  5.98921
H  0.16987  1.03255  7.10457
H  -0.18864  1.99745  4.91182
H  -1.63453  1.32066  5.42852
H  -1.08293  -0.58911  4.17097
H  0.34834  -0.57923  2.37263
H  1.07303  -0.62455  3.92357
H  2.11488  1.04122  2.17826
H  2.00395  1.45439  3.78903
H  2.18877  3.50100  1.56258
H  1.66503  3.94760  3.10013
H  0.61815  4.32194  1.67994
C  3.83616  -2.11897  -3.07835
O  4.37310  -1.32706  -1.96206
C  3.54047  -0.15500  -1.71285
C  4.11117  0.54743  -0.45010
N  5.04183  1.64224  -0.79631
C  4.40438  2.78863  -1.39837
C  5.42657  3.96058  -1.46507
O  5.85814  4.40943  -0.16970
C  4.95631  5.30978  0.37496
H  4.20887  -1.84148  -4.06435
H  2.74920  -2.19580  -3.10520
H  4.11595  -3.17219  -3.05513
H  2.52740  -0.47260  -1.46600
H  3.59361  0.48450  -2.59394
H  4.51477  -0.19763  0.23552
H  3.34804  0.96133  0.20900
H  5.90528  1.80314  -0.29765
H  3.49422  3.11583  -0.89573
H  4.08000  2.48617  -2.39407
H  4.94305  4.75152  -2.03841
H  6.32804  3.62100  -1.97510
H  4.53317  4.96723  1.31926
H  4.19912  5.79053  -0.24442
H  5.55245  6.16879  0.68286
C  -4.54524  5.04748  -5.08648
O  -4.24562  3.67445  -5.10077
C  -4.12027  3.14675  -3.76248
C  -4.11191  1.55817  -3.82153
N  -5.42145  0.97767  -3.98432
C  -5.30937  -0.47689  -4.21099
C  -6.59593  -1.25314  -4.37277
O  -7.39121  -1.29871  -3.18152
C  -8.54490  -2.03382  -3.44567
H  -5.56340  5.09789  -4.70060
H  -4.62052  5.43663  -6.10187
H  -3.82711  5.68542  -4.57130
H  -4.92348  3.49575  -3.11351
H  -3.17833  3.50009  -3.34297
H  -3.82742  1.19039  -2.83567
H  -3.35641  1.26054  -4.54867
H  -5.92886  1.17922  -3.13460
H  -4.69540  -0.94510  -3.44162
H  -4.71255  -0.72919  -5.08749
H  -6.29260  -2.26747  -4.63210
H  -7.16573  -0.76635  -5.16426
H  -9.17027  -1.84816  -2.57243
H  -8.36792  -3.10639  -3.36595
H  -9.13302  -1.78767  -4.32977
C  6.76700  -5.14603  -0.52225
O  7.47629  -4.83568  0.67019
C  7.84889  -3.46591  0.80281
C  6.70017  -2.43768  0.85713
N  6.02626  -2.42623  2.16204
C  5.05668  -3.54818  2.21349
C  3.76709  -3.13695  2.90372
O  3.17655  -1.95762  2.43570
C  2.46236  -2.06812  1.20670
H  7.11322  -4.62199  -1.41310
H  5.70216  -4.92917  -0.43738
H  6.78682  -6.20092  -0.79597
H  8.43284  -3.12628  -0.05261
H  8.42267  -3.27434  1.70955
H  6.04077  -2.59015  0.00271
H  7.27385  -1.51809  0.74165
H  5.48088  -1.58085  2.25148
H  5.44134  -4.47810  2.63230
H  4.81061  -3.83796  1.19194
H  4.05562  -2.98600  3.94393
H  3.02566  -3.92862  3.01162
H  3.10107  -2.62445  0.52068
H  2.18886  -1.09591  0.79671
H  1.53280  -2.63422  1.26616
C  -1.15216  -3.00238  3.88638
O  -1.99508  -1.88494  3.96455
C  -3.40463  -2.03363  3.78706
C  -4.11522  -0.70355  3.66588
N  -3.90356  -0.00058  2.36045
C  -5.05770  0.81181  2.01697
C  -4.92225  1.50343  0.68605
O  -3.81342  2.51219  0.71523
C  -4.10743  3.69042  -0.07770
H  -1.45908  -3.75364  4.61405
H  -0.11986  -2.76360  4.14222
H  -1.12692  -3.42188  2.88066
H  -3.85646  -2.51931  4.65198
H  -3.58237  -2.64787  2.90433
H  -3.79867  -0.05694  4.48428
H  -5.18368  -0.87935  3.79068
H  -3.86335  -0.78194  1.72172
H  -5.27634  1.47930  2.85049
H  -5.91468  0.13825  2.01389
H  -5.87425  2.00160  0.50263
H  -4.83530  0.80879  -0.14943
H  -3.22990  4.32019  -0.22412
H  -4.81910  4.33329  0.44033
H  -4.47952  3.37638  -1.05290

Highest occupied orbital energy (alpha / beta) in hartree: -0.375 / -0.375
Total charge: +1
Strongest force on any atom in eV Å⁻¹: 9.6
Expectation value of S²: 0.754
E_LUMO (alpha / beta) in eV: -3.5 / -7.1
Spin multiplicity: 2